# C46H37IrN5O8P2

A structure of composition C46H37IrN5O8P2 (ωB97M-V/def2-TZVPD, OMol25).

Structure (XYZ):
```
99
Properties=species:S:1:pos:R:3:lowdin_charge:R:1
Ir -0.42 -0.23 -0.69 1.18
N -1.71 2.26 0.08 -0.29
P -2.08 0.70 0.56 0.82
C -2.14 0.63 2.36 -0.34
C -2.10 1.80 3.12 -0.09
C -2.10 1.73 4.50 -0.06
C -2.12 0.49 5.13 -0.05
C -2.16 -0.68 4.38 -0.06
C -2.18 -0.61 3.00 -0.11
C -3.74 0.34 -0.05 -0.32
C -4.61 -0.49 0.65 -0.07
C -5.86 -0.79 0.13 -0.06
C -6.24 -0.25 -1.09 -0.06
C -5.38 0.58 -1.79 -0.06
C -4.12 0.87 -1.28 -0.10
P -0.27 2.04 -0.80 0.86
C -0.39 2.91 -2.36 -0.34
C -1.03 4.15 -2.43 -0.08
C -1.13 4.80 -3.65 -0.06
C -0.58 4.23 -4.79 -0.06
C 0.08 3.01 -4.72 -0.05
C 0.17 2.34 -3.51 -0.07
C 0.98 2.91 0.16 -0.33
C 1.86 3.80 -0.44 -0.07
C 2.82 4.44 0.33 -0.06
C 2.90 4.18 1.69 -0.06
C 2.02 3.29 2.29 -0.06
C 1.06 2.65 1.53 -0.09
H -2.29 3.09 0.14 0.09
H -2.04 2.77 2.63 0.10
H -2.06 2.64 5.09 0.11
H -2.11 0.44 6.21 0.11
H -2.17 -1.64 4.88 0.11
H -2.22 -1.52 2.42 0.09
H -4.33 -0.89 1.62 0.09
H -6.54 -1.42 0.68 0.11
H -7.22 -0.47 -1.49 0.11
H -5.68 1.01 -2.74 0.11
H -3.45 1.50 -1.84 0.10
H -1.43 4.61 -1.54 0.11
H -1.62 5.76 -3.70 0.11
H -0.66 4.75 -5.74 0.11
H 0.52 2.58 -5.61 0.11
H 0.70 1.40 -3.43 0.10
H 1.81 3.98 -1.51 0.11
H 3.51 5.13 -0.14 0.11
H 3.66 4.68 2.29 0.11
H 2.09 3.09 3.35 0.11
H 0.38 1.95 2.00 0.09
O 2.33 0.81 -1.05 0.03
C 2.30 0.19 -0.01 -0.57
O 1.19 -0.29 0.53 -0.25
C 3.52 0.01 0.86 -0.10
C 3.49 -0.77 2.01 0.00
C 4.62 -0.91 2.80 0.02
C 5.77 -0.25 2.40 -0.13
C 5.83 0.52 1.26 0.03
C 4.69 0.65 0.48 0.02
N 6.98 -0.38 3.24 -0.35
O 7.98 0.21 2.89 0.09
O 6.89 -1.06 4.25 0.08
H 2.57 -1.27 2.28 0.09
H 4.63 -1.51 3.69 0.12
H 6.76 1.01 0.99 0.12
H 4.70 1.24 -0.42 0.13
O 0.29 -2.30 5.77 -0.04
C 0.92 -3.42 5.16 -0.22
N 0.70 -3.33 3.75 0.11
C -0.10 -4.20 3.08 -0.43
O -0.61 -5.18 3.57 0.09
C -0.37 -3.88 1.63 -0.08
C -0.78 -4.90 0.79 0.04
C -1.11 -4.60 -0.52 0.00
C -1.04 -3.28 -0.94 -0.08
N -0.65 -2.29 -0.14 -0.06
C -0.31 -2.59 1.12 -0.09
H 0.54 -2.28 6.70 0.10
H 0.49 -4.37 5.50 0.13
H 1.99 -3.41 5.37 0.13
H 1.10 -2.55 3.27 0.11
H -0.85 -5.91 1.18 0.13
H -1.43 -5.36 -1.21 0.12
H -1.33 -3.01 -1.95 0.11
H 0.00 -1.75 1.73 0.09
O -1.70 -0.54 -2.34 -0.11
C -0.74 -0.91 -3.09 -0.48
N 0.46 -0.94 -2.52 0.02
C 1.41 -1.41 -3.45 -0.38
O 2.57 -1.61 -3.26 0.16
C 0.63 -1.64 -4.73 -0.08
C 1.05 -2.09 -5.97 0.02
C 0.09 -2.21 -6.97 -0.04
C -1.25 -1.90 -6.73 -0.05
C -1.67 -1.46 -5.48 0.01
C -0.71 -1.34 -4.50 -0.10
H 2.09 -2.33 -6.14 0.13
H 0.38 -2.56 -7.95 0.11
H -1.97 -2.01 -7.53 0.11
H -2.71 -1.21 -5.28 0.12
```

Calculated values
LUMO energy   -2.82 eV
HOMO   -0.428 Eh
Net charge   +1
Electronic energy   -93546.93969 eV
Max |F|   0.88 eV/Å
Gap between HOMO and LUMO   8.83 eV


# C46H38BrN4O3SSbTa

A structure of composition C46H38BrN4O3SSbTa (ωB97M-V/def2-TZVPD, OMol25).

Structure (XYZ):
```
95
Properties=species:S:1:pos:R:3:lowdin_charge:R:1
Ta -0.27 -1.54 -0.21 1.49
C -1.95 -1.23 3.63 -0.04
O -2.18 -2.63 3.84 -0.05
C -2.64 -3.38 2.81 -0.21
C -3.62 -4.33 3.09 0.04
C -4.12 -5.16 2.10 -0.05
C -3.66 -5.06 0.80 -0.02
C -2.67 -4.12 0.50 -0.13
C -2.13 -4.07 -0.83 0.00
N -1.24 -3.23 -1.26 -0.10
N -0.82 -3.49 -2.56 0.10
C 0.12 -2.67 -2.88 -0.37
O 0.49 -1.72 -2.02 -0.22
C 0.88 -2.81 -4.13 -0.15
C 2.06 -2.10 -4.31 -0.01
C 2.78 -2.26 -5.49 -0.06
C 2.32 -3.11 -6.48 -0.06
C 1.14 -3.82 -6.30 -0.06
C 0.42 -3.68 -5.13 -0.02
C -2.15 -3.30 1.51 -0.21
O -1.16 -2.45 1.20 -0.29
H -2.11 -0.75 4.60 0.10
H -2.65 -0.82 2.90 0.10
H -0.92 -1.05 3.31 0.06
H -3.98 -4.39 4.10 0.13
H -4.89 -5.88 2.35 0.12
H -4.05 -5.70 0.02 0.12
H -2.47 -4.81 -1.55 0.15
H 2.41 -1.45 -3.54 0.09
H 3.70 -1.71 -5.62 0.10
H 2.88 -3.23 -7.39 0.11
H 0.78 -4.49 -7.07 0.11
H -0.50 -4.22 -4.97 0.11
Br 1.96 -1.88 6.56 0.78
C 1.86 -1.64 4.69 -0.69
C 1.51 -2.71 3.89 -0.11
C 1.42 -2.52 2.51 -0.05
C 1.63 -1.26 1.95 -0.32
C 2.04 -0.22 2.78 -0.02
C 2.15 -0.40 4.14 -0.12
N 1.52 -1.08 0.52 -0.20
C 2.81 -0.95 -0.07 -0.11
C 3.28 -0.29 -1.18 -0.21
C 4.65 -0.59 -1.56 -0.02
C 5.21 -0.13 -2.69 -0.06
C 4.44 0.69 -3.59 -0.07
C 3.20 1.04 -3.19 -0.08
N 2.64 0.62 -2.01 -0.02
H 1.33 -3.68 4.31 0.11
H 1.19 -3.37 1.88 0.12
H 2.29 0.74 2.35 0.10
H 2.45 0.42 4.78 0.11
H 3.55 -1.54 0.45 0.12
H 5.22 -1.22 -0.89 0.12
H 6.23 -0.40 -2.94 0.11
H 4.83 1.03 -4.53 0.11
H 2.57 1.68 -3.79 0.13
S -1.85 0.13 -0.35 0.13
Sb -1.66 2.61 -0.55 1.29
C -1.02 2.96 1.45 -0.45
C -0.70 1.98 2.39 -0.15
C -0.27 2.35 3.66 -0.08
C -0.16 3.69 4.00 -0.07
C -0.47 4.67 3.07 -0.07
C -0.89 4.30 1.80 -0.14
C -3.75 2.78 -0.20 -0.47
C -4.58 3.07 -1.28 -0.15
C -5.95 3.16 -1.10 -0.08
C -6.50 2.97 0.15 -0.07
C -5.68 2.69 1.24 -0.07
C -4.31 2.60 1.07 -0.13
C 1.85 2.77 -1.08 -0.25
C 2.21 2.98 0.24 -0.04
C 2.60 4.23 0.69 -0.07
C 2.60 5.30 -0.19 -0.07
C 2.22 5.12 -1.51 -0.07
C 1.84 3.86 -1.95 -0.06
H -0.79 0.93 2.14 0.04
H -0.03 1.58 4.38 0.10
H 0.18 3.97 4.99 0.11
H -0.38 5.72 3.32 0.11
H -1.12 5.09 1.08 0.10
H -4.16 3.23 -2.27 0.09
H -6.59 3.39 -1.95 0.11
H -7.57 3.04 0.29 0.11
H -6.12 2.55 2.22 0.11
H -3.67 2.39 1.92 0.09
H 2.18 2.14 0.93 0.09
H 2.88 4.37 1.72 0.11
H 2.90 6.29 0.16 0.11
H 2.21 5.96 -2.20 0.11
H 1.54 3.73 -2.99 0.11
C 1.48 1.39 -1.57 -0.17
H 0.77 1.45 -2.40 0.12
H 0.99 0.85 -0.76 0.04
```

Calculated values
LUMO energy   -3.79 eV
HOMO   -0.338 Eh
Net charge   +1
Electronic energy   -149385.27275 eV
Max |F|   0.37 eV/Å
Gap between HOMO and LUMO   5.40 eV


# C46H38BrN6O6SW

A structure of composition C46H38BrN6O6SW (ωB97M-V/def2-TZVPD, OMol25).

Structure (XYZ):
```
99
Properties=species:S:1:pos:R:3:lowdin_charge:R:1
W 0.13 -0.19 -0.84 1.70
C 2.99 -2.75 1.23 -0.01
C 2.25 -1.46 1.03 -0.44
O 1.15 -1.57 0.35 -0.21
C 2.73 -0.29 1.54 -0.05
C 2.03 0.96 1.44 -0.31
C 2.46 2.07 2.36 -0.03
N 1.03 1.13 0.64 -0.07
N 0.40 2.37 0.78 0.11
C -0.74 2.36 0.21 -0.45
O -1.24 1.33 -0.42 -0.22
C -1.58 3.59 0.26 -0.13
C -1.25 4.62 1.14 -0.02
C -2.02 5.77 1.17 -0.09
C -3.12 5.90 0.33 -0.10
C -3.45 4.87 -0.54 -0.09
C -2.69 3.71 -0.56 -0.03
H 2.38 -3.58 0.88 0.08
H 3.24 -2.91 2.28 0.08
H 3.93 -2.74 0.67 0.08
H 3.63 -0.32 2.13 0.11
H 3.38 1.79 2.88 0.07
H 1.68 2.26 3.10 0.08
H 2.61 2.99 1.81 0.08
H -0.39 4.51 1.78 0.11
H -1.77 6.57 1.86 0.09
H -3.72 6.81 0.35 0.09
H -4.31 4.96 -1.19 0.10
H -2.95 2.90 -1.22 0.10
N -1.68 -0.33 -2.20 0.01
C -2.36 0.76 -2.86 -0.23
C -3.75 0.70 -2.90 -0.03
C -4.49 1.70 -3.51 -0.10
C -3.82 2.77 -4.07 -0.10
C -2.43 2.83 -4.01 -0.04
C -1.66 1.82 -3.42 -0.11
C -0.19 2.01 -3.31 -0.16
C 0.39 2.85 -4.28 -0.07
C 1.66 3.36 -4.15 -0.10
C 2.37 3.06 -2.99 -0.09
C 1.84 2.15 -2.09 -0.13
C 0.60 1.51 -2.25 -0.14
H -2.31 -0.69 -1.49 0.08
H -1.54 -1.08 -2.87 0.11
H -4.25 -0.14 -2.43 0.11
H -5.57 1.65 -3.53 0.09
H -4.36 3.59 -4.53 0.10
H -1.93 3.71 -4.38 0.10
H -0.19 3.11 -5.16 0.10
H 2.08 4.00 -4.92 0.09
H 3.34 3.50 -2.81 0.10
H 2.44 1.90 -1.22 0.09
C -7.53 1.36 -0.05 -0.05
C -6.19 0.85 0.40 -0.28
C -5.88 -0.50 0.32 -0.05
C -4.64 -0.97 0.72 -0.06
C -3.69 -0.08 1.21 -0.25
C -3.99 1.27 1.30 -0.04
C -5.23 1.73 0.89 -0.03
S -2.12 -0.69 1.79 0.62
O -1.36 0.44 2.22 -0.28
O -2.43 -1.69 2.79 -0.31
N -1.42 -1.33 0.47 -0.21
C -1.55 -2.69 0.17 -0.24
C -2.29 -3.65 0.85 -0.04
C -2.35 -4.99 0.44 -0.08
C -1.70 -5.44 -0.68 -0.07
C -0.95 -4.50 -1.42 -0.16
C -0.30 -4.87 -2.62 -0.02
C 0.39 -3.95 -3.34 -0.03
C 0.49 -2.64 -2.83 -0.08
N -0.08 -2.27 -1.71 -0.04
C -0.84 -3.16 -0.99 -0.14
H -8.30 0.59 0.00 0.07
H -7.48 1.71 -1.09 0.07
H -7.86 2.21 0.56 0.08
H -6.62 -1.20 -0.06 0.11
H -4.42 -2.03 0.67 0.10
H -3.24 1.95 1.69 0.11
H -5.45 2.79 0.96 0.11
H -2.82 -3.38 1.74 0.08
H -2.94 -5.67 1.04 0.10
H -1.75 -6.47 -1.01 0.10
H -0.38 -5.90 -2.95 0.11
H 0.89 -4.19 -4.27 0.11
H 1.04 -1.87 -3.36 0.09
Br 7.66 0.05 -4.91 0.70
C 6.48 -0.05 -3.43 -0.67
C 6.99 0.01 -2.15 -0.21
N 6.23 -0.06 -1.07 0.07
C 4.91 -0.18 -1.25 -0.06
C 4.31 -0.26 -2.50 -0.08
C 5.12 -0.19 -3.62 -0.05
C 2.81 -0.40 -2.67 -0.60
O 2.37 -0.42 -3.81 0.03
O 2.17 -0.47 -1.56 -0.18
H 8.06 0.11 -2.00 0.09
H 4.29 -0.23 -0.36 0.10
H 4.66 -0.23 -4.61 0.12
```

Calculated values
LUMO energy   2.10 eV
HOMO   -0.122 Eh
Net charge   -1
Electronic energy   -152252.75632 eV
Max |F|   0.48 eV/Å
Gap between HOMO and LUMO   5.42 eV


# C46H38Cl2N3O12PdTe

A structure of composition C46H38Cl2N3O12PdTe at a distorted geometry (ωB97M-V/def2-TZVPD, OMol25).

Structure (XYZ):
```
103
Properties=species:S:1:pos:R:3:mulliken_spin:R:1
Pd 0.74 -1.11 -1.46 0.06
Cl 7.01 -0.96 2.99 0.04
C 5.75 -0.84 1.81 0.21
C 6.05 -0.35 0.55 -0.09
C 5.05 -0.23 -0.39 0.15
Cl 5.40 0.36 -1.96 0.04
C 3.69 -0.63 -0.12 0.14
O 2.84 -0.54 -1.07 0.38
C 3.43 -1.14 1.21 0.06
C 2.10 -1.61 1.66 -0.01
O 1.06 -1.37 1.07 0.05
C 4.46 -1.24 2.13 -0.05
H 7.07 -0.07 0.30 0.00
H 2.10 -2.19 2.59 0.00
H 4.25 -1.62 3.13 0.00
O -2.12 -3.13 -3.92 0.00
C -3.25 -2.93 -3.19 0.00
C -4.44 -3.55 -3.59 0.00
C -5.60 -3.38 -2.86 0.00
C -5.60 -2.60 -1.71 0.00
C -4.41 -2.00 -1.32 0.00
C -3.23 -2.13 -2.05 0.00
C -2.01 -1.42 -1.51 0.00
O -0.99 -1.45 -2.28 -0.01
O -2.07 -0.88 -0.40 0.00
H -2.35 -3.67 -4.68 0.00
H -4.44 -4.17 -4.47 0.00
H -6.51 -3.86 -3.19 0.00
H -6.50 -2.47 -1.13 0.00
H -4.37 -1.41 -0.42 0.00
C -4.20 6.86 2.88 0.00
C -3.43 5.72 2.27 0.00
C -2.04 5.73 2.23 0.00
C -1.32 4.70 1.67 0.00
C 0.17 4.81 1.60 0.00
C -2.02 3.60 1.17 0.00
Te -1.07 1.78 0.37 0.00
N 0.38 1.02 -0.86 0.00
C 0.76 1.48 -2.05 0.01
O 1.07 0.65 -2.92 0.01
C 1.00 2.94 -2.27 0.00
C 2.31 3.33 -2.49 0.00
C 2.64 4.68 -2.53 0.00
C 1.65 5.64 -2.35 0.00
C 0.33 5.25 -2.15 0.00
C 0.01 3.91 -2.10 0.00
C 0.00 1.34 2.12 0.00
C 1.36 1.62 2.25 0.01
C 2.23 2.28 1.22 0.01
C 1.97 1.26 3.45 -0.01
C 1.29 0.63 4.48 0.00
C 1.99 0.24 5.75 0.00
C -0.06 0.35 4.29 0.00
C -0.72 0.68 3.12 0.00
C -2.16 0.29 2.94 0.00
C -3.42 3.57 1.13 0.00
C -4.27 2.46 0.55 0.00
C -4.09 4.65 1.70 0.00
H -3.55 7.71 3.09 0.00
H -4.65 6.55 3.83 0.00
H -5.00 7.19 2.23 0.00
H -1.51 6.58 2.64 0.00
H 0.48 5.86 1.66 0.00
H 0.56 4.40 0.67 0.00
H 0.65 4.28 2.43 0.00
H 3.07 2.57 -2.61 0.00
H 3.67 4.97 -2.69 0.00
H 1.91 6.69 -2.38 0.00
H -0.44 6.00 -2.04 0.00
H -1.03 3.61 -1.97 0.00
H 1.68 2.81 0.45 0.01
H 2.83 1.53 0.70 -0.01
H 2.91 2.98 1.70 0.00
H 3.03 1.49 3.58 0.00
H 3.02 0.58 5.76 0.00
H 1.99 -0.85 5.87 0.00
H 1.48 0.66 6.62 0.00
H -0.61 -0.16 5.08 0.00
H -2.49 -0.33 3.78 0.00
H -2.29 -0.29 2.02 0.00
H -2.80 1.17 2.89 0.00
H -3.71 1.74 -0.03 0.00
H -5.04 2.89 -0.09 0.00
H -4.77 1.92 1.35 0.00
H -5.18 4.63 1.70 0.00
O 1.48 -2.81 -2.63 0.01
C 0.95 -3.68 -1.87 0.00
O 0.34 -3.40 -0.83 0.00
C 1.08 -5.12 -2.28 0.00
C 0.90 -6.12 -1.33 0.00
C 1.07 -7.44 -1.71 0.00
C 1.38 -7.81 -3.01 0.00
C 1.53 -6.79 -3.92 0.00
C 1.41 -5.45 -3.59 0.00
N 1.87 -7.15 -5.32 0.00
O 2.02 -6.24 -6.11 0.00
O 1.96 -8.33 -5.58 0.00
N 0.92 -8.50 -0.69 0.00
O 0.77 -8.15 0.46 0.00
O 0.98 -9.65 -1.08 0.00
H 0.64 -5.86 -0.31 0.00
H 1.49 -8.85 -3.29 0.00
H 1.56 -4.68 -4.32 0.00
```

Calculated values
LUMO energy (spin up / spin down)   -1.40 / -3.56 eV
HOMO (spin up / spin down)   -0.271 / -0.266 Eh
Multiplicity   2
Electronic energy   -113167.94315 eV
Max |F|   1.88 eV/Å
Gap between HOMO and LUMO (spin up / spin down)   5.97 / 3.68 eV


# C46H38INPPb

A structure of composition C46H38INPPb at a distorted geometry (ωB97M-V/def2-TZVPD, OMol25).

Structure (XYZ):
```
88
Properties=species:S:1:pos:R:3:lowdin_charge:R:1
Pb -18.42 -7.78 9.19 1.07
I -17.10 -6.86 5.78 1.07
C -16.82 -5.22 7.09 -0.61
C -17.55 -4.12 6.76 -0.19
C -17.29 -2.86 7.24 -0.06
C -16.36 -2.77 8.25 -0.03
C -15.70 -3.88 8.81 -0.14
C -14.72 -3.66 9.82 -0.02
C -14.02 -4.70 10.31 -0.06
C -14.25 -6.01 9.83 -0.05
C -15.20 -6.29 8.83 -0.36
P -15.54 -8.03 8.56 0.93
C -14.48 -8.51 7.15 -0.41
C -14.41 -9.88 6.75 -0.12
C -13.63 -10.22 5.64 -0.08
C -12.95 -9.25 4.93 -0.06
C -13.07 -7.88 5.30 -0.07
C -13.76 -7.54 6.43 -0.15
C -14.85 -8.86 10.02 -0.41
C -15.42 -8.61 11.25 -0.14
C -15.01 -9.35 12.36 -0.08
C -14.01 -10.30 12.28 -0.07
C -13.41 -10.52 11.01 -0.08
C -13.80 -9.74 9.97 -0.10
C -15.92 -5.20 8.20 -0.20
H -18.15 -4.27 5.89 0.07
H -17.86 -1.99 6.96 0.11
H -16.09 -1.78 8.68 0.13
H -14.50 -2.67 10.21 0.13
H -13.24 -4.55 11.05 0.11
H -13.67 -6.87 10.12 0.10
H -15.00 -10.57 7.32 0.09
H -13.56 -11.28 5.32 0.12
H -12.31 -9.53 4.07 0.11
H -12.55 -7.03 4.79 0.13
H -13.83 -6.50 6.72 0.10
H -16.14 -7.80 11.36 0.09
H -15.41 -9.15 13.34 0.11
H -13.76 -10.84 13.17 0.10
H -12.61 -11.21 11.02 0.10
H -13.24 -9.92 9.00 0.13
C -18.10 -9.81 10.50 -0.09
C -17.84 -10.91 11.02 -0.09
C -18.14 -12.16 11.60 -0.06
C -19.34 -12.24 12.40 -0.17
C -20.49 -11.52 11.99 0.02
C -21.65 -11.57 12.78 -0.06
C -21.61 -12.27 13.94 -0.08
C -20.50 -12.99 14.34 -0.06
C -19.39 -13.06 13.55 -0.01
C -17.26 -13.29 11.33 -0.17
C -17.75 -14.61 11.43 -0.01
C -16.90 -15.64 11.18 -0.07
C -15.62 -15.46 10.81 -0.05
C -15.09 -14.20 10.74 -0.03
C -15.92 -13.11 11.00 0.01
H -20.52 -11.04 11.01 0.12
H -22.58 -11.05 12.53 0.13
H -22.52 -12.26 14.60 0.14
H -20.55 -13.55 15.23 0.10
H -18.50 -13.60 13.95 0.14
H -18.81 -14.79 11.64 0.13
H -17.35 -16.61 11.27 0.12
H -14.95 -16.25 10.59 0.11
H -14.04 -14.05 10.47 0.12
H -15.63 -12.05 11.06 0.10
C -18.19 -13.20 5.75 -0.08
N -17.65 -11.91 6.26 -0.27
C -17.29 -11.07 5.19 -0.12
C -18.26 -11.31 7.41 -0.18
C -19.42 -10.33 7.08 -0.22
C -20.41 -10.84 6.17 -0.03
C -21.50 -10.05 5.76 -0.09
C -21.64 -8.75 6.15 -0.11
C -20.72 -8.26 7.05 -0.19
C -19.56 -8.98 7.51 -0.34
H -17.30 -13.80 5.38 0.10
H -18.90 -13.09 4.95 0.07
H -18.60 -13.78 6.55 0.07
H -16.58 -11.55 4.58 0.07
H -16.73 -10.20 5.57 0.06
H -18.15 -10.79 4.57 0.10
H -17.50 -10.67 7.93 0.08
H -18.54 -12.03 8.14 0.10
H -20.25 -11.82 5.80 0.08
H -22.09 -10.40 4.92 0.10
H -22.51 -8.15 5.82 0.12
H -20.81 -7.20 7.37 0.08
```

Calculated values
LUMO energy   -4.67 eV
HOMO   -0.367 Eh
Net charge   +1
Electronic energy   -72435.13504 eV
Max |F|   3.61 eV/Å
Gap between HOMO and LUMO   5.33 eV